49
Properties=species:S:1:pos:R:3 method="wB97M-V/def2-TZVPD" charge=0 de_lowest_ev=1.4789 e_lumo_ev=0.4837 smiles="O=C(NCCNC1CCN(Cc2ccccc2)CC1)c1cccs1" energy_ev=-37462.26441 gap_ev=8.98 homo_energy_ev=-8.5
O -2.588 -0.648 1.614
C -3.490 -0.321 0.862
N -3.817 0.972 0.622
C -3.087 2.079 1.190
C -2.462 2.961 0.089
N -1.463 2.334 -0.738
C -0.163 2.061 -0.134
C 0.941 2.558 -1.075
C 2.315 2.286 -0.473
N 2.485 0.865 -0.243
C 3.834 0.529 0.176
C 4.069 -0.956 0.117
C 4.741 -1.621 1.133
C 4.963 -2.985 1.054
C 4.510 -3.700 -0.041
C 3.834 -3.044 -1.057
C 3.619 -1.681 -0.980
C 1.495 0.381 0.702
C 0.091 0.578 0.144
C -4.298 -1.321 0.151
C -5.370 -1.209 -0.695
C -5.838 -2.456 -1.146
C -5.116 -3.494 -0.640
S -3.857 -2.976 0.397
H -4.559 1.191 -0.022
H -3.759 2.689 1.805
H -2.312 1.651 1.828
H -3.263 3.311 -0.572
H -2.011 3.838 0.561
H -1.831 1.495 -1.173
H -0.093 2.620 0.807
H 0.817 3.626 -1.259
H 0.853 2.033 -2.026
H 3.092 2.619 -1.167
H 2.427 2.864 0.465
H 4.055 0.904 1.193
H 4.529 1.020 -0.515
H 5.092 -1.068 1.993
H 5.488 -3.491 1.851
H 4.680 -4.765 -0.101
H 3.476 -3.599 -1.913
H 3.088 -1.160 -1.763
H 1.677 -0.682 0.875
H 1.583 0.905 1.673
H -0.636 0.174 0.849
H 0.007 0.024 -0.794
H -5.822 -0.277 -0.989
H -6.671 -2.575 -1.816
H -5.257 -4.541 -0.821



45
Properties=species:S:1:pos:R:3 method="wB97M-V/def2-TZVPD" charge=+1 de_lowest_ev=11.2258 e_lumo_ev=-9.5925 energy_ev=-41356.92094 gap_ev=1.42 homo_energy_ev=-11.0
Al -0.580 1.104 1.973
O 0.224 -3.547 -0.859
H 0.087 -4.272 -1.499
O -1.105 6.390 0.360
H -1.104 7.074 -0.338
C 3.925 -3.837 4.908
O 3.449 -2.736 4.940
N 3.818 -4.687 3.915
N 4.656 -4.297 5.859
H 3.209 -4.523 3.127
H 4.283 -5.583 3.907
H 5.270 -5.056 5.600
H 4.688 -3.825 6.751
C -6.460 3.251 -1.754
O -5.792 2.335 -1.238
N -6.079 4.496 -1.819
N -7.614 3.117 -2.428
H -6.449 5.046 -2.581
H -5.144 4.699 -1.495
H -7.973 2.183 -2.568
H -8.304 3.851 -2.505
C 6.880 1.591 0.448
O 5.695 1.476 0.392
N 7.541 2.185 1.432
N 7.730 1.328 -0.481
H 8.504 2.464 1.313
H 7.104 2.387 2.320
H 8.714 1.508 -0.342
H 7.390 0.828 -1.290
C 0.446 3.204 -5.470
O 0.212 2.650 -4.444
N 0.548 4.511 -5.635
N 0.362 2.721 -6.677
H 0.426 5.046 -4.787
H 0.868 4.939 -6.492
H 0.481 3.209 -7.553
H 0.293 1.727 -6.845
C -4.849 -4.924 2.901
O -4.482 -3.816 3.292
N -5.972 -5.472 3.309
N -4.197 -5.681 2.098
H -6.322 -6.318 2.881
H -6.499 -4.821 3.873
H -3.350 -5.331 1.673
H -4.529 -6.595 1.826



133
Properties=species:S:1:pos:R:3 method="wB97M-V/def2-TZVPD" charge=-1 de_lowest_ev=0.2614 e_lumo_ev=-0.2533 energy_ev=-106776.40946 gap_ev=3.62 homo_energy_ev=-3.9
C 2.235 -2.953 -1.334
O 1.977 -2.039 -2.382
B 3.112 -1.530 -3.029
O 3.929 -2.508 -3.614
P 3.323 0.457 -3.283
C 5.077 0.573 -2.446
C 6.027 -0.622 -2.180
C 7.027 -0.954 -3.285
O 6.693 -2.078 -4.099
C 4.117 0.234 -5.043
C 3.546 1.019 -6.221
O 4.629 1.577 -7.038
Si 4.180 2.577 -8.283
C 2.342 2.529 -8.701
C 4.592 4.343 -7.750
C 5.133 2.148 -9.856
C 2.632 0.613 -1.455
O 1.205 0.581 -1.227
C 0.809 0.823 0.055
O 0.273 -0.366 0.642
C -0.765 -0.128 1.546
C -0.336 0.430 2.898
O -0.316 1.860 2.927
C 3.370 2.418 -3.406
C 2.514 3.267 -2.690
C 2.565 4.656 -2.730
C 3.516 5.299 -3.512
C 4.417 4.501 -4.212
C 4.333 3.117 -4.152
C 1.563 0.320 -4.151
C 0.472 1.169 -3.988
C -0.722 0.943 -4.652
C -0.842 -0.137 -5.511
N 0.180 -0.962 -5.725
C 1.306 -0.719 -5.057
H 1.387 -2.922 -0.653
H 2.277 -3.974 -1.726
H 3.148 -2.727 -0.777
H 4.493 -3.022 -3.033
H 5.738 1.269 -2.967
H 4.967 1.081 -1.481
H 6.701 -0.227 -1.410
H 5.646 -1.519 -1.682
H 7.167 -0.056 -3.890
H 8.009 -1.162 -2.852
H 6.469 -1.748 -4.971
H 5.178 0.487 -5.037
H 4.104 -0.803 -5.377
H 2.877 1.835 -5.939
H 2.994 0.360 -6.890
H 1.815 3.344 -8.206
H 1.834 1.606 -8.425
H 2.214 2.644 -9.778
H 3.771 4.756 -7.169
H 4.818 4.935 -8.635
H 5.463 4.273 -7.101
H 6.003 1.533 -9.638
H 5.460 3.089 -10.298
H 4.508 1.622 -10.573
H 3.011 1.494 -0.924
H 3.086 -0.216 -0.887
H -0.004 1.568 0.022
H 1.613 1.189 0.704
H -1.556 0.510 1.127
H -1.218 -1.102 1.742
H -1.032 0.096 3.671
H 0.649 0.043 3.145
H -0.629 2.179 2.078
H 1.760 2.845 -2.040
H 1.856 5.241 -2.159
H 3.599 6.375 -3.578
H 5.183 4.975 -4.810
H 5.085 2.574 -4.710
H 0.514 1.993 -3.296
H -1.563 1.605 -4.487
H -1.783 -0.314 -6.016
H 2.090 -1.422 -5.321
C -2.839 -5.584 4.565
C -2.263 -4.480 5.179
C -1.155 -3.871 4.614
C -0.644 -4.379 3.436
C -1.198 -5.481 2.811
C -2.304 -6.086 3.384
N 0.516 -3.716 2.818
O 0.990 -2.759 3.398
O 0.921 -4.157 1.765
H -3.709 -6.053 5.006
H -2.678 -4.089 6.097
H -0.709 -3.011 5.090
H -0.780 -5.861 1.891
H -2.752 -6.947 2.908
C -8.211 -1.377 5.984
C -7.556 -1.451 4.761
C -6.173 -1.528 4.710
C -5.463 -1.535 5.896
C -6.092 -1.457 7.125
C -7.474 -1.378 7.164
N -3.998 -1.637 5.847
O -3.473 -1.686 4.755
O -3.394 -1.677 6.903
H -9.299 -1.320 6.017
H -8.125 -1.449 3.841
H -5.661 -1.584 3.761
H -5.516 -1.460 8.039
H -7.982 -1.320 8.117
C -14.419 1.948 8.257
C -13.888 1.100 9.220
C -12.957 0.140 8.863
C -12.569 0.050 7.538
C -13.090 0.880 6.564
C -14.023 1.836 6.931
N -11.565 -0.953 7.157
O -11.131 -1.683 8.023
O -11.216 -0.990 5.991
H -15.143 2.700 8.542
H -14.199 1.188 10.252
H -12.540 -0.523 9.606
H -12.776 0.789 5.535
H -14.440 2.495 6.182
C 3.336 -0.515 2.983
C 3.913 0.554 3.657
C 5.088 1.120 3.189
C 5.666 0.602 2.045
C 5.108 -0.463 1.361
C 3.933 -1.023 1.837
N 6.906 1.207 1.529
O 7.389 2.135 2.148
O 7.368 0.735 0.511
H 2.418 -0.955 3.347
H 3.444 0.949 4.548
H 5.541 1.951 3.709
H 5.576 -0.851 0.468
H 3.478 -1.854 1.314



135
Properties=species:S:1:pos:R:3 method="wB97M-V/def2-TZVPD" charge=0 de_lowest_ev=7.3548 e_lumo_ev=0.1534 energy_ev=-63275.95249 gap_ev=10.15 homo_energy_ev=-10.0
C -6.610 -1.009 5.080
C -5.324 -0.370 4.583
O -5.076 -0.623 3.204
H -7.403 -0.920 4.338
H -6.895 -0.737 6.096
H -6.429 -2.074 5.225
H -4.461 -0.698 5.162
H -5.451 0.701 4.744
H -4.741 -1.516 3.100
C 6.671 0.690 -0.605
C 6.198 1.789 -1.619
O 4.998 2.357 -1.119
H 6.747 1.055 0.420
H 7.625 0.268 -0.921
H 5.926 -0.105 -0.583
H 6.170 1.380 -2.630
H 6.986 2.540 -1.660
H 5.253 2.962 -0.419
C 0.806 0.087 5.676
C 1.345 1.048 6.750
O 0.882 2.308 6.435
H 0.972 -0.949 5.971
H 1.183 0.293 4.674
H -0.283 0.081 5.617
H 2.431 0.977 6.816
H 0.942 0.726 7.710
H 1.353 2.943 6.980
C 4.744 3.456 3.030
C 5.689 4.638 2.884
O 5.906 4.768 1.485
H 3.899 3.504 2.343
H 4.245 3.421 3.998
H 5.245 2.507 2.837
H 6.601 4.355 3.409
H 5.316 5.568 3.312
H 6.532 5.475 1.316
C -0.316 -0.345 0.554
C 0.548 0.861 0.421
O 1.007 0.897 -0.905
H -1.212 -0.257 -0.059
H -0.711 -0.497 1.558
H 0.271 -1.216 0.262
H 1.379 0.753 1.118
H -0.040 1.761 0.604
H 1.894 1.261 -0.952
C -5.932 4.484 -0.508
C -5.200 3.300 0.174
O -6.139 2.784 1.126
H -6.094 5.339 0.148
H -6.884 4.228 -0.973
H -5.261 4.876 -1.272
H -4.264 3.672 0.590
H -4.920 2.577 -0.592
H -5.816 1.918 1.383
C 0.048 6.063 -2.453
C -0.046 6.279 -3.968
O -0.814 7.409 -4.294
H 0.508 6.894 -1.919
H 0.654 5.175 -2.275
H -0.922 5.809 -2.026
H -0.479 5.390 -4.427
H 0.920 6.333 -4.470
H -0.500 7.534 -5.192
C -6.044 -2.174 -1.654
C -6.443 -2.939 -2.878
O -5.725 -4.100 -3.190
H -6.680 -1.301 -1.508
H -5.048 -1.746 -1.774
H -6.150 -2.697 -0.704
H -6.242 -2.297 -3.736
H -7.490 -3.238 -2.817
H -6.216 -4.573 -3.866
C -0.741 7.281 2.993
C -0.103 5.937 3.262
O -1.144 5.130 3.836
H -1.688 7.199 2.459
H -0.137 7.864 2.299
H -0.937 7.909 3.862
H 0.760 6.013 3.924
H 0.162 5.460 2.318
H -0.721 4.409 4.309
C 4.327 -4.103 1.180
C 4.199 -5.465 1.936
O 4.988 -6.441 1.200
H 5.376 -3.832 1.058
H 3.845 -3.305 1.744
H 3.915 -4.157 0.173
H 3.186 -5.866 1.951
H 4.546 -5.459 2.970
H 4.389 -6.891 0.600
C -1.799 -2.497 -5.409
C -1.639 -1.628 -4.158
O -0.696 -0.581 -4.380
H -2.345 -3.393 -5.114
H -0.867 -2.740 -5.920
H -2.338 -1.960 -6.189
H -1.345 -2.218 -3.290
H -2.629 -1.199 -3.999
H -0.544 -0.181 -3.521
C -4.211 -5.859 4.823
C -2.976 -5.117 4.209
O -3.365 -4.331 3.116
H -4.695 -6.541 4.125
H -5.005 -5.129 4.982
H -3.986 -6.286 5.800
H -2.122 -5.780 4.067
H -2.608 -4.439 4.979
H -3.384 -4.805 2.281
C -0.741 -6.453 0.056
C -1.873 -6.461 -0.980
O -3.141 -6.114 -0.453
H -0.983 -7.243 0.767
H -0.467 -5.496 0.501
H 0.180 -6.746 -0.447
H -2.060 -7.477 -1.326
H -1.704 -5.787 -1.820
H -3.622 -5.826 -1.232
C 3.466 2.708 -5.954
C 4.291 2.007 -7.024
O 4.996 0.897 -6.511
H 4.007 3.526 -5.478
H 3.156 2.075 -5.123
H 2.539 3.173 -6.287
H 5.041 2.693 -7.417
H 3.690 1.732 -7.891
H 4.406 0.143 -6.437
C 4.434 -3.758 -4.295
C 3.421 -2.660 -4.043
O 2.920 -2.181 -5.247
H 5.133 -3.567 -5.109
H 3.908 -4.647 -4.643
H 5.024 -4.045 -3.425
H 3.919 -1.878 -3.471
H 2.634 -3.011 -3.375
H 2.124 -1.716 -4.978



80
Properties=species:S:1:pos:R:3 method="wB97M-V/def2-TZVPD" charge=+3 de_lowest_ev=0.0000 e_lumo_ev="-10.3783 / -11.0029" multiplicity=4 energy_ev=-69149.03329 gap_ev="5.30 / 4.69" homo_energy_ev="-15.7 / -15.7"
Re 1.276 1.023 0.860
O 5.044 0.704 -1.508
C 5.248 2.002 -1.767
C 6.270 2.429 -2.614
C 6.478 3.773 -2.843
C 5.670 4.738 -2.230
C 4.659 4.340 -1.394
C 4.417 2.974 -1.149
C 3.357 2.609 -0.257
O 2.981 1.340 -0.067
N 2.740 3.543 0.454
N 1.819 2.976 1.227
C 1.321 3.582 2.277
C 0.763 2.670 3.239
C 0.374 2.997 4.529
C 0.083 1.977 5.426
C 0.167 0.653 5.012
C 0.517 0.380 3.704
N 0.810 1.364 2.840
H 5.719 0.157 -1.923
H 6.901 1.688 -3.090
H 7.280 4.085 -3.498
H 5.839 5.788 -2.415
H 4.035 5.074 -0.905
H 1.483 4.638 2.456
H 0.336 4.037 4.826
H -0.196 2.212 6.445
H -0.044 -0.160 5.692
H 0.559 -0.637 3.332
C -3.131 0.842 3.046
C -3.800 0.429 1.751
C -5.043 -0.398 1.989
O -2.863 -0.415 0.945
P -1.893 0.228 -0.095
O -0.804 1.048 0.598
C -1.209 -1.172 -1.011
P 0.117 -2.021 -0.107
O 1.056 -0.965 0.461
O -0.471 -2.777 1.096
C -1.172 -4.092 1.207
C -0.203 -5.235 1.005
C -2.365 -4.150 0.276
O 0.824 -3.025 -1.041
C 1.629 -2.844 -2.274
C 2.381 -1.527 -2.308
C 0.731 -3.040 -3.479
O -2.592 1.217 -1.054
C -3.576 1.021 -2.155
C -4.542 -0.113 -1.884
C -2.832 0.860 -3.465
H -3.797 1.509 3.592
H -2.200 1.367 2.844
H -2.932 -0.034 3.667
H -4.038 1.316 1.159
H -4.795 -1.311 2.530
H -5.528 -0.671 1.054
H -5.747 0.182 2.584
H -0.810 -0.786 -1.953
H -2.005 -1.883 -1.231
H -1.509 -4.069 2.242
H 0.118 -5.298 -0.034
H -0.699 -6.169 1.267
H 0.675 -5.127 1.642
H -2.039 -4.241 -0.764
H -3.013 -3.280 0.404
H -2.950 -5.038 0.510
H 2.339 -3.666 -2.214
H 1.700 -0.679 -2.437
H 3.050 -1.547 -3.166
H 2.979 -1.381 -1.410
H 0.071 -2.184 -3.637
H 0.131 -3.943 -3.374
H 1.350 -3.154 -4.368
H -4.111 1.968 -2.154
H -4.051 -1.088 -1.931
H -5.318 -0.098 -2.647
H -5.026 0.000 -0.916
H -2.414 -0.143 -3.576
H -2.042 1.604 -3.563
H -3.536 1.016 -4.282



12
Properties=species:S:1:pos:R:3 method="wB97M-V/def2-TZVPD" charge=0 de_lowest_ev=2.6166 e_lumo_ev="-1.6107 / -3.4909" multiplicity=3 energy_ev=-44007.89350 gap_ev="7.92 / 6.37" homo_energy_ev="-9.5 / -9.9"
N -0.205 -0.887 1.329
S -1.358 -0.172 2.312
O -2.536 0.072 1.301
O -1.202 1.172 2.996
S 0.561 -0.288 0.081
O -0.299 0.898 -0.289
O 1.722 -1.179 0.328
Pd -1.666 1.392 0.407
C 1.121 -0.247 -1.758
F 2.363 0.208 -1.841
F 1.069 -1.471 -2.263
F 0.429 0.500 -2.604



18
Properties=species:S:1:pos:R:3 method="wB97M-V/def2-TZVPD" charge=0 de_lowest_ev=0.9389 e_lumo_ev=-1.3753 energy_ev=-641072.12225 gap_ev=8.51 homo_energy_ev=-9.9
Br 3.735 1.244 -0.837
Br 2.881 -0.777 -2.702
Br 3.389 -1.800 0.433
Br -2.463 -2.889 -0.160
Br -3.825 -0.496 -1.658
Br -1.654 -2.157 -3.160
Br 0.201 0.923 3.764
Br -2.465 1.863 2.458
Br 0.347 3.502 2.124
N 0.274 -0.731 -1.024
N 0.953 0.664 0.600
N -1.273 0.299 0.348
C 1.238 -0.038 -0.480
C -1.054 -0.515 -0.660
C -0.295 0.842 0.980
C 2.699 -0.367 -0.797
C -2.136 -1.322 -1.390
C -0.553 1.754 2.161



19
Properties=species:S:1:pos:R:3 method="wB97M-V/def2-TZVPD" charge=0 de_lowest_ev=2.6356 e_lumo_ev=0.7627 smiles="CNC(=O)CCCS" energy_ev=-19734.45985 gap_ev=9.93 homo_energy_ev=-9.2
C 1.897 1.453 -0.807
N 2.198 0.299 0.039
C 1.372 -0.367 0.984
O 1.948 -1.236 1.581
C -0.043 0.055 1.124
C -0.668 -0.618 -0.055
C -2.118 -0.989 -0.081
S -3.219 -0.942 -1.441
H 1.275 2.226 -0.222
H 2.659 2.260 -0.945
H 1.444 1.068 -1.758
H 3.167 -0.129 -0.111
H -0.324 1.134 1.219
H -0.336 -0.214 2.184
H -0.407 -0.049 -1.064
H -0.212 -1.601 -0.385
H -2.233 -2.127 0.191
H -2.512 -0.369 0.770
H -3.889 0.145 -1.224